{
  "formula": "C30H47BN5O4PS",
  "method": "ωB97M-V/def2-TZVPD",
  "elements": ["C", "C", "O", "O", "C", "C", "C", "C", "C", "C", "C", "C", "B", "P", "O", "O", "S", "H", "H", "H", "H", "H", "H", "H", "H", "H", "H", "H", "H", "H", "H", "H", "H", "H", "H", "H", "H", "H", "H", "C", "C", "C", "N", "C", "H", "H", "H", "H", "H", "C", "C", "C", "N", "C", "H", "H", "H", "H", "H", "C", "C", "C", "N", "C", "H", "H", "H", "H", "H", "C", "C", "C", "N", "C", "H", "H", "H", "H", "H", "C", "C", "C", "N", "C", "H", "H", "H", "H", "H"],
  "coordinates": [[1.982965, -1.841819, -0.336834], [2.793739, -2.819887, -1.145074], [2.537120, -3.940859, -1.110085], [3.835985, -2.389078, -1.877282], [3.464563, -1.391686, -2.856782], [4.395651, -0.201142, -2.771407], [4.130436, 0.745730, -1.596040], [2.899784, 1.624718, -1.899732], [2.439679, 2.272303, -0.591938], [1.374363, 3.402697, -0.710096], [0.570803, 3.434288, -1.999718], [-0.278707, 2.166468, -2.293973], [-0.832484, 1.402692, -1.066875], [-2.093801, -0.031118, -1.432730], [-3.015082, -0.346595, -0.123062], [-1.244858, -1.379860, -1.747964], [-3.223927, 0.401592, -2.941094], [1.991655, -0.832744, -0.727599], [0.958855, -2.196718, -0.345548], [2.306035, -1.827547, 0.696524], [2.410460, -1.133716, -2.804522], [3.620741, -1.859521, -3.822565], [4.378006, 0.367814, -3.697025], [5.404635, -0.585473, -2.654266], [3.865058, 0.163406, -0.724584], [4.974075, 1.401881, -1.414448], [3.099481, 2.345221, -2.681922], [2.130485, 0.915120, -2.185410], [2.077088, 1.545295, 0.131627], [3.323758, 2.724796, -0.150167], [1.917078, 4.344086, -0.662821], [0.753610, 3.399973, 0.177215], [-0.080751, 4.303203, -2.005101], [1.247471, 3.580555, -2.833745], [-1.157759, 2.483921, -2.861073], [0.250589, 1.508699, -2.979816], [-0.527634, 1.595220, 0.063958], [-2.444223, -0.877767, 0.462684], [-1.881741, -2.097686, -1.911270], [-1.464245, 4.831636, 2.319471], [-0.793844, 5.455756, 3.406228], [-0.214371, 6.598753, 2.924903], [-0.504944, 6.687946, 1.590637], [-1.269179, 5.617951, 1.215610], [-2.026112, 3.912356, 2.346526], [-0.744413, 5.105606, 4.423771], [0.377547, 7.353251, 3.414214], [-0.203435, 7.425971, 0.980630], [-1.606438, 5.508742, 0.198372], [1.260519, -7.560621, 1.863144], [1.881586, -6.920524, 2.967692], [2.451097, -5.765340, 2.498029], [2.201004, -5.684933, 1.156290], [1.474352, -6.770805, 0.762255], [0.718893, -8.492069, 1.874795], [1.906975, -7.267086, 3.987608], [3.011424, -4.996569, 3.003394], [2.502964, -4.939951, 0.545493], [1.172864, -6.889308, -0.264705], [-1.168506, 5.840876, -6.344149], [0.070643, 5.648734, -7.012816], [0.596681, 4.467171, -6.564886], [-0.273990, 3.940160, -5.649755], [-1.353845, 4.769239, -5.512893], [-1.845863, 6.670167, -6.462011], [0.522244, 6.303148, -7.739645], [1.511539, 3.957915, -6.816436], [-0.141448, 3.076743, -5.154632], [-2.157293, 4.525434, -4.838013], [-4.630269, -4.742751, 2.972896], [-3.373290, -4.893018, 2.332856], [-3.141614, -3.749700, 1.614652], [-4.214874, -2.913333, 1.793210], [-5.123117, -3.511526, 2.624225], [-5.118390, -5.455809, 3.615862], [-2.713399, -5.742473, 2.391787], [-2.310447, -3.459368, 0.992488], [-4.319049, -2.003622, 1.378050], [-6.038135, -3.011717, 2.891951], [-2.892020, -3.377654, 5.828943], [-2.219686, -2.714555, 6.893450], [-1.713800, -1.546314, 6.392629], [-2.051447, -1.479544, 5.065668], [-2.773675, -2.590368, 4.716644], [-3.404282, -4.323836, 5.876153], [-2.120275, -3.057834, 7.909958], [-1.145327, -0.760747, 6.860975], [-1.806737, -0.730253, 4.445438], [-3.135771, -2.722390, 3.713605]],
  "forces_ev_per_angstrom": [[-0.384, 0.417, -0.280], [0.465, 3.958, 0.231], [-0.811, -5.226, 0.234], [-0.159, 0.860, -0.366], [0.895, 0.154, -0.474], [0.390, 0.273, 0.768], [-1.000, 0.349, -1.214], [0.136, -0.963, 1.518], [-0.354, 1.035, -0.338], [0.863, 0.104, -0.223], [-0.191, -0.652, 0.092], [-0.035, 1.026, 0.588], [0.365, -0.649, -0.205], [-0.996, 0.391, -1.605], [1.106, -0.609, 0.065], [-0.099, 0.046, 1.039], [-0.049, 0.161, 0.365], [0.100, 0.208, 0.056], [-0.149, -0.054, 0.011], [0.318, -0.041, 0.177], [-0.139, 0.028, 0.222], [-0.093, -0.228, -0.179], [-0.099, -0.001, -0.254], [0.190, -0.253, -0.216], [0.452, -0.091, 0.481], [0.302, -0.147, 0.263], [-0.015, 0.111, -0.225], [-0.315, 0.166, -0.628], [0.097, -0.442, -0.120], [0.127, 0.005, 0.314], [0.023, 0.252, -0.002], [-0.320, -0.017, 0.092], [-0.133, 0.150, 0.109], [0.168, 0.137, -0.196], [-0.221, -0.201, -0.161], [-0.034, -0.420, -0.047], [-0.157, 0.128, 0.064], [-0.347, 0.207, 0.272], [0.228, 0.004, -0.258], [0.003, -0.039, -0.017], [0.022, -0.010, 0.027], [0.053, 0.036, -0.036], [-0.010, -0.016, 0.041], [0.027, -0.008, -0.123], [-0.020, 0.022, 0.003], [-0.007, 0.012, -0.005], [-0.007, -0.018, 0.016], [-0.029, -0.019, 0.027], [-0.020, -0.009, 0.016], [-0.044, -0.014, -0.033], [0.015, 0.019, 0.067], [0.007, -0.002, -0.064], [0.068, 0.098, 0.188], [0.001, 0.021, -0.048], [0.005, 0.005, -0.001], [-0.006, 0.007, -0.007], [0.003, -0.029, 0.021], [-0.163, -0.242, -0.013], [0.016, -0.014, 0.006], [-0.015, 0.021, 0.008], [0.021, 0.016, -0.019], [0.043, -0.047, 0.053], [0.013, 0.000, -0.010], [-0.001, -0.044, 0.101], [-0.001, -0.012, -0.005], [-0.006, -0.009, 0.000], [-0.006, 0.019, -0.016], [-0.054, 0.007, -0.042], [-0.011, 0.006, -0.026], [-0.072, 0.109, -0.079], [0.068, -0.018, -0.121], [-0.067, -0.010, -0.176], [-0.048, -0.045, -0.067], [-0.086, -0.042, -0.106], [0.009, 0.011, 0.006], [0.029, 0.028, 0.021], [0.029, -0.079, 0.006], [-0.115, -0.060, -0.041], [0.007, -0.019, 0.025], [0.009, 0.040, 0.064], [-0.007, -0.015, 0.009], [0.066, 0.072, -0.025], [-0.037, -0.052, 0.085], [0.081, 0.120, 0.045], [0.000, 0.007, -0.018], [0.002, 0.008, -0.006], [-0.001, -0.021, 0.014], [-0.019, -0.012, 0.043], [0.131, 0.040, 0.245]],
  "lowdin_charge": [0.037, -0.564, 0.157, 0.020, -0.165, -0.165, -0.190, -0.208, -0.185, -0.214, -0.218, -0.208, -0.180, 0.194, -0.249, -0.243, 0.306, 0.049, 0.079, 0.103, 0.117, 0.129, 0.118, 0.117, 0.097, 0.116, 0.121, 0.078, 0.101, 0.109, 0.108, 0.080, 0.104, 0.093, 0.072, 0.102, 0.063, 0.056, 0.081, -0.117, -0.111, -0.140, 0.006, -0.153, 0.087, 0.090, 0.106, 0.144, 0.104, -0.120, -0.120, -0.146, 0.010, -0.143, 0.085, 0.086, 0.101, 0.094, 0.106, -0.111, -0.113, -0.143, 0.004, -0.143, 0.090, 0.089, 0.103, 0.128, 0.106, -0.106, -0.098, -0.161, -0.012, -0.139, 0.098, 0.100, 0.099, 0.127, 0.114, -0.098, -0.113, -0.151, 0.003, -0.131, 0.088, 0.088, 0.101, 0.136, 0.058],
  "smiles": "CC(=O)OCCCCCCCCBP(O)(O)=S.c1cc[nH]c1.c1cc[nH]c1.c1cc[nH]c1.c1cc[nH]c1.c1cc[nH]c1",
  "spin_multiplicity": 1,
  "energy_ev": -68312.929,
  "total_charge": 0,
  "max_force_ha_per_bohr": 0.1030,
  "homo_lumo_gap_ev": 6.608
}